1.
18
Properties=species:S:1:pos:R:3 method="wB97M-V/def2-TZVPD" orbital_gap_ha=0.3281 de_lowest_kcal_mol=120.7 max_force_ha_per_bohr=0.075
C -2.320 0.849 0.039
C -1.005 0.664 0.123
C -0.041 1.691 -0.209
C 1.341 1.536 -0.116
C 1.570 0.146 0.418
O 2.174 -1.073 -0.132
C 0.782 -0.827 -0.346
C -0.523 -0.820 0.397
N -1.512 -1.699 -0.130
H -2.872 1.758 -0.337
H -3.069 0.216 0.408
H -0.483 2.654 -0.505
H 1.987 2.449 -0.019
H 1.519 0.161 1.508
H 0.557 -0.724 -1.424
H -0.513 -0.912 1.503
H -1.382 -1.854 -1.164
H -1.384 -2.710 0.178



2.
16
Properties=species:S:1:pos:R:3 method="wB97M-V/def2-TZVPD" orbital_gap_ha=0.3765 de_lowest_kcal_mol=21.6 max_force_ha_per_bohr=0.007
C -0.554 1.672 1.400
C -0.118 0.238 1.145
C -0.931 -0.641 0.149
N 0.271 -0.687 -0.687
C 0.663 -1.227 -1.961
C 1.023 0.102 0.129
O 2.151 0.525 0.014
H -0.876 2.158 0.472
H 0.295 2.240 1.795
H -1.374 1.732 2.123
H 0.110 -0.281 2.082
H -1.252 -1.615 0.536
H -1.790 -0.133 -0.310
H 1.744 -1.065 -2.022
H 0.462 -2.300 -2.039
H 0.190 -0.707 -2.803



3.
23
Properties=species:S:1:pos:R:3 method="wB97M-V/def2-TZVPD" total_charge=+2 s2=2.05 multiplicity=3 orbital_gap_ha="0.3020 / 0.2442" max_force_ha_per_bohr=0.137
O 0.000 0.002 -3.852
C -0.006 -0.018 -2.715
Ni 0.021 0.035 -0.333
O -1.473 -2.488 0.145
C -0.892 -1.553 -0.196
C 0.920 1.615 -0.325
O 1.522 2.552 -0.051
C -1.575 0.920 -0.181
O -2.517 1.506 0.136
C 1.532 -0.963 -0.140
O 2.506 -1.496 0.154
S 0.627 0.749 2.480
C -0.417 -0.432 3.118
N 0.072 -1.716 3.247
C -0.595 -2.683 3.958
C -1.857 -2.412 4.451
C -2.448 -1.166 4.188
C -1.745 -0.194 3.495
H 1.003 -1.917 2.887
H -0.058 -3.620 4.104
H -2.374 -3.171 5.041
H -3.458 -0.957 4.544
H -2.174 0.766 3.231



4.
25
Properties=species:S:1:pos:R:3 method="wB97M-V/def2-TZVPD" s2=2.01 multiplicity=3 orbital_gap_ha="0.3681 / 0.2316" de_lowest_kcal_mol=24.3 max_force_ha_per_bohr=0.086
C -0.390 3.513 -0.717
C 1.701 -2.659 0.991
C -0.274 -0.917 -1.825
C -1.708 -1.179 0.971
C -1.013 2.114 -0.399
C 1.536 -1.164 1.026
N -0.019 1.211 -0.192
Si -0.104 -0.493 0.182
Cl 1.892 2.296 1.505
H 0.360 3.592 0.068
H 0.198 3.484 -1.680
H -1.061 4.368 -0.937
H 2.662 -2.874 1.524
H 0.753 -3.117 1.247
H 1.914 -3.078 -0.044
H -1.187 -0.562 -2.280
H 0.526 -0.520 -2.418
H -0.308 -2.063 -2.035
H -2.580 -1.172 0.320
H -1.580 -2.261 1.300
H -2.182 -0.859 1.829
H -1.746 2.193 0.311
H -1.372 1.733 -1.321
H 2.475 -0.707 0.485
H 1.505 -0.881 2.088



5.
13
Properties=species:S:1:pos:R:3 method="wB97M-V/def2-TZVPD" orbital_gap_ha=0.3262 de_lowest_kcal_mol=88.9 max_force_ha_per_bohr=0.116
H 1.349 -1.525 1.394
N 0.453 -1.070 1.124
C 0.247 -1.592 -0.013
N -0.591 -1.142 -0.999
N -1.540 -0.170 -0.764
C -0.974 0.986 -0.555
O 0.282 1.203 -0.489
C 0.708 1.823 0.672
S 2.076 2.622 0.907
H 0.669 -2.506 -0.403
H -0.892 -1.859 -1.783
H -1.722 1.748 -0.508
H -0.066 1.483 1.419



6.
8
Properties=species:S:1:pos:R:3 method="wB97M-V/def2-TZVPD" orbital_gap_ha=0.3618 de_lowest_kcal_mol=101.8 max_force_ha_per_bohr=0.059
C 1.679 -2.102 -0.639
N 0.730 -1.412 -0.531
O -0.058 -0.508 -0.301
H 2.100 -3.021 -1.014
N -1.294 1.717 0.849
H -1.784 1.794 -0.043
H -0.669 0.885 0.791
H -0.703 2.647 0.889